[1]
C6H18N3P3 as an isolated structure in a non-equilibrium geometry, computed with ωB97M-V with the def2-TZVPD basis set.

```
30
Properties=species:S:1:pos:R:3:forces:R:3
C 1.860281 0.964020 -1.485475 0.483 0.746 -1.282
C -2.592983 1.586499 0.262336 2.332 0.394 1.650
C 4.684117 -0.515930 0.075112 3.072 0.230 -4.538
C 0.850117 1.350979 1.832337 -1.471 -0.301 -0.296
C -2.977064 -1.787560 0.887892 -1.680 0.284 -3.165
C -2.055930 -0.889440 -1.741148 0.660 -3.929 2.454
N -0.308560 -1.745516 0.418470 0.093 0.230 0.016
N 1.060968 0.247478 -0.626042 -0.555 0.811 -0.956
N -1.454681 0.676644 0.561178 -0.641 -0.681 -0.741
P 1.117413 -1.460487 -0.393324 -0.093 -0.133 0.149
P 0.043435 1.458654 0.139615 1.066 -0.013 1.557
P -1.609642 -0.923396 0.113557 0.071 -0.468 -0.944
H 3.756450 -0.916268 0.103207 -2.763 -1.486 0.130
H 2.633275 0.448405 -2.075867 -0.469 0.085 0.505
H 1.496661 1.942476 -1.913492 0.371 -1.224 0.813
H -2.235229 2.251726 -0.475592 0.070 1.151 -0.809
H -3.465728 1.170902 -0.091809 -1.882 -1.491 -0.583
H -2.754376 2.104099 1.194205 -0.572 0.495 0.074
H 4.626896 0.507359 -0.209519 -0.132 0.975 -0.043
H 5.354346 -0.999014 -0.769401 -1.525 0.647 1.563
H 5.210276 -0.615591 0.931398 1.472 -0.334 2.935
H 1.638057 2.016585 2.067548 0.720 0.972 -0.189
H 1.222758 0.364648 1.947151 0.467 -1.101 -0.042
H 0.076007 1.417009 2.593202 -0.180 0.387 0.013
H -3.912355 -1.583096 0.188040 1.840 -0.955 1.306
H -2.606633 -2.814735 0.879726 -0.448 -0.077 -0.328
H -3.330015 -1.585542 1.839958 -0.085 0.850 2.036
H -3.097678 -0.905344 -1.948656 -1.006 -0.686 0.005
H -1.769700 -0.013814 -2.120281 1.796 3.517 -1.617
H -1.460496 -1.751759 -2.184314 -1.011 1.103 0.329
```
Positions in Å, forces in eV/Å.

The energy relative to the best compared isomer or geometry (same formula, charge and spin) comes out at 134.75 kJ/mol. The HOMO energy (alpha / beta) is -6.5 / -6.0 eV. As for the gap between HOMO and LUMO (alpha / beta): 0.2580 / 0.2446 Ha. The value obtained for the total energy is -1427.64586 hartree.



[2]
One molecule with the formula H6N3OP in a non-equilibrium geometry, computed with ωB97M-V with the def2-TZVPD basis set.

```
11
Properties=species:S:1:pos:R:3:forces:R:3
N -0.547513 0.778212 -1.530812 0.659 -0.546 0.653
P -0.035829 -0.145369 -0.392194 -0.724 1.856 2.657
N 1.534627 -0.682005 -0.278731 -0.472 0.310 0.033
N -0.498875 0.501655 1.648631 1.292 -1.599 -3.279
O -0.814496 -1.504803 -0.464764 -0.038 -0.487 0.430
H -0.121537 1.687347 -1.585924 -0.066 0.368 -0.109
H 1.676528 -1.316656 0.497288 0.119 0.064 0.065
H 2.220016 0.060635 -0.296338 0.068 -0.073 0.030
H -0.258802 1.487810 1.633180 -0.134 0.135 -0.092
H -1.510742 0.436572 1.671099 -0.152 0.149 -0.116
H -1.643377 -1.303397 -0.901434 -0.550 -0.177 -0.273
```
Positions in Å, forces in eV/Å.

The energy relative to the best compared isomer or geometry (same formula, charge and spin) comes out at 163.46 kJ/mol. The HOMO energy is -9.0 eV. As for the gap between HOMO and LUMO: 0.3506 Ha. The value obtained for the total energy is -584.47078 hartree.